one.
{"formula": "C12H15FNO", "method": "ωB97M-V/def2-TZVPD", "total_charge": 1, "gap_ha": 0.328, "species": ["C", "C", "C", "C", "C", "C", "C", "C", "C", "C", "C", "C", "N", "O", "F", "H", "H", "H", "H", "H", "H", "H", "H", "H", "H", "H", "H", "H", "H", "H"], "xyz": [[3.38958, 0.65568, 0.02516], [2.62771, 1.32595, -0.93159], [2.82255, 0.17207, 1.16738], [1.25727, 1.09753, -1.06066], [1.42471, 0.10783, 1.18228], [0.75435, 0.54939, 0.09113], [0.30662, -1.87131, -1.32378], [-0.85532, -1.67338, -0.67187], [-1.47013, 2.00206, -0.28449], [-1.10409, -2.65478, 0.48455], [-2.02770, 2.88013, 0.81021], [-1.57180, -0.40191, -0.86035], [-1.17671, 0.63427, 0.11906], [-1.37175, 2.25168, -1.45056], [-1.43275, 0.47886, 1.42865], [4.42585, 0.70060, -0.03688], [3.21545, 1.84274, -1.73292], [3.19861, -0.27389, 2.10787], [0.79037, 1.51859, -1.88563], [0.97262, -0.21638, 1.99410], [0.71175, -1.18919, -2.05008], [0.77904, -2.75724, -1.32318], [-1.33276, -2.22867, 1.46516], [-0.40378, -3.45360, 0.67281], [-2.12552, -3.15607, 0.25270], [-1.78256, 3.82414, 0.56235], [-1.52006, 2.80149, 1.75432], [-3.06006, 2.76218, 0.92516], [-1.33865, -0.06155, -1.78467], [-2.59924, -0.39923, -0.74698]], "lowdin_charge": [-0.0512, -0.0185, -0.0127, -0.0339, -0.0223, 0.0077, 0.1011, -0.2878, -0.3610, -0.0437, 0.0700, -0.0486, -0.0274, 0.1732, 0.0850, 0.1004, 0.1451, 0.1437, 0.1060, 0.0776, 0.0803, 0.0481, 0.0686, 0.0768, 0.1157, 0.0644, 0.1000, 0.0992, 0.1070, 0.1373]}

two.
{"formula": "C12H15FNO", "method": "ωB97M-V/def2-TZVPD", "total_charge": 1, "gap_ha": 0.284, "smiles": "C=C(C)C[C@H]1C=CC=C/C1=[N+](/F)C(C)=O", "species": ["C", "C", "C", "C", "C", "C", "C", "C", "C", "C", "N", "F", "C", "C", "O", "H", "H", "H", "H", "H", "H", "H", "H", "H", "H", "H", "H", "H", "H", "H"], "xyz": [[-1.39934, -1.08749, -1.53900], [-0.81223, -1.64494, -0.48297], [-1.54389, -2.44244, 0.54703], [0.67164, -1.56026, -0.30507], [1.14450, -0.49400, 0.79989], [2.60262, -0.69748, 0.82773], [3.43645, 0.09583, 0.11465], [2.91544, 1.20852, -0.58052], [1.59749, 1.59103, -0.46474], [0.71539, 0.83603, 0.31646], [-0.54141, 1.24573, 0.57307], [-1.23560, 0.50657, 1.50575], [-1.33602, 2.21359, -0.13118], [-2.75472, 2.24612, 0.29612], [-0.81844, 2.88242, -0.97016], [-0.84880, -0.52452, -2.27373], [-2.45250, -1.20776, -1.72059], [-1.37883, -2.04509, 1.54675], [-1.18685, -3.47162, 0.54141], [-2.61056, -2.45079, 0.35270], [1.15828, -1.29309, -1.24049], [1.05013, -2.52321, 0.03469], [0.66227, -0.78791, 1.73419], [2.96762, -1.56847, 1.35219], [4.49519, -0.10335, 0.07771], [3.57897, 1.80535, -1.18844], [1.25743, 2.49506, -0.94145], [-3.27940, 2.98283, -0.30445], [-2.83013, 2.52080, 1.34864], [-3.22472, 1.27255, 0.17382]], "lowdin_charge": [0.0794, -0.3767, -0.0426, -0.0643, -0.1788, 0.0140, -0.0329, 0.0384, 0.0362, -0.0874, 0.0839, 0.0684, -0.4006, 0.0366, 0.1557, 0.0775, 0.0771, 0.0765, 0.0945, 0.0884, 0.1340, 0.1345, 0.1608, 0.1405, 0.1237, 0.1349, 0.1158, 0.1073, 0.1075, 0.0980]}

The calculated energies rank the structures as follows, beginning with the most stable: two, one.

one.
{"formula": "C4H11O4", "method": "ωB97M-V/def2-TZVPD", "total_charge": -1, "gap_ha": 0.298, "species": ["O", "C", "C", "C", "C", "O", "H", "H", "H", "H", "H", "H", "H", "H", "H", "O", "H", "H", "O"], "xyz": [[1.45836, 1.58922, -2.91865], [0.82834, 0.77294, -2.27318], [1.23863, 0.02300, -1.06254], [0.43619, -1.25964, -0.78881], [-0.03758, -1.37291, 0.68904], [-0.20811, -0.14941, 1.27156], [-0.08944, 0.45588, -2.82583], [1.07082, 0.70933, -0.21142], [2.32676, -0.04677, -1.10890], [-0.46229, -1.09154, -1.38546], [1.05123, -2.08689, -1.13785], [-1.01869, -1.87723, 0.55002], [0.64062, -2.01377, 1.27941], [-1.55909, 1.03495, 3.47678], [-0.73020, 0.08183, 2.70712], [-1.08122, 0.21423, 3.66737], [-1.08983, 1.10702, 0.57666], [-1.55849, 1.88278, -0.69467], [-1.21600, 2.02696, 0.18936]], "lowdin_charge": [-0.0034, -0.2975, -0.1852, -0.1815, -0.3963, -0.3351, 0.1136, 0.1160, 0.1171, 0.0855, 0.0946, 0.0935, 0.0954, -0.0034, -0.0208, -0.1722, 0.0008, -0.0006, -0.1203]}

two.
{"formula": "C4H11O4", "method": "ωB97M-V/def2-TZVPD", "total_charge": -1, "gap_ha": 0.312, "species": ["O", "C", "C", "C", "C", "O", "H", "H", "H", "H", "H", "H", "H", "H", "H", "O", "H", "H", "O"], "xyz": [[-3.31160, -0.61368, 0.42948], [-2.46658, 0.36294, 0.10677], [-1.64953, 0.49855, -1.10801], [-0.58089, 1.51397, -1.20780], [0.66531, 1.05209, -0.33405], [1.26429, -0.27151, -0.37361], [-2.42061, 1.31969, 0.71287], [-1.27615, -0.00040, 0.06346], [-1.84272, -0.11423, -2.03367], [-0.92688, 2.60161, -1.15188], [-0.09101, 1.58281, -2.30272], [0.20739, 1.25330, 0.77106], [1.52316, 1.78480, -0.52829], [3.39579, -0.96114, 0.94016], [2.68283, -0.47971, -0.22149], [3.63431, -0.73342, 0.03884], [0.12890, -1.62621, 1.82105], [1.20208, -0.97388, 1.14394], [1.11391, -1.50039, 1.91079]], "lowdin_charge": [-0.1677, -0.3709, -0.0895, -0.2439, -0.3449, -0.3478, 0.1444, 0.1569, 0.1502, 0.1155, 0.1362, 0.1262, 0.1090, -0.0151, -0.0615, -0.1596, 0.0505, -0.0894, -0.0986]}

The calculated energies rank the structures as follows, beginning with the most stable: one, two.